Entry 1:
11
Properties=species:S:1:pos:R:3:forces:R:3 method="wB97M-V/def2-TZVPD" multiplicity=1 de_lowest_kcal_mol=68.05 charge=0 smiles="C1#CC2=CC2=CC1" homo_ev=-8.063 e_lumo_ev=-0.32
C 0.464 -0.686 0.736 0.448 -0.538 -0.770
C 1.623 -1.481 0.389 0.092 0.100 -0.050
C -1.130 0.958 -0.419 0.959 1.523 2.233
C 1.427 -0.366 -0.318 2.506 -3.135 0.377
C 1.104 0.623 -1.178 -1.478 2.041 -0.727
C 0.025 1.229 -1.274 1.377 -2.359 -1.161
C -0.667 -0.077 0.676 -4.632 -0.079 2.867
H 2.024 -2.524 0.571 -0.221 1.813 -0.314
H -1.556 -0.296 1.451 2.049 0.451 -1.881
H -1.182 1.940 0.048 -0.929 0.189 0.623
H -2.132 0.678 -0.681 -0.169 -0.006 -1.197


Entry 2:
68
Properties=species:S:1:pos:R:3:forces:R:3 method="wB97M-V/def2-TZVPD" multiplicity=1 de_lowest_kcal_mol=9.12 charge=0 homo_ev=-8.823 e_lumo_ev=0.30
O -5.337 -2.121 -3.030 0.209 -0.331 -0.089
O -6.654 0.172 -3.388 -0.152 0.375 -0.089
O -1.545 1.573 6.128 0.057 -0.022 -0.011
O 1.828 -1.446 -3.332 -0.133 -0.031 -0.142
O 3.841 4.392 2.938 -0.048 0.074 0.110
O 1.540 1.786 -0.823 1.300 0.125 0.340
O 1.759 3.121 1.008 -1.158 -1.602 -1.037
O -1.005 -1.924 -4.875 0.041 0.030 0.027
O 3.224 1.402 3.684 0.008 -0.048 0.172
O 6.869 -1.349 0.837 0.165 0.032 0.010
O 3.207 7.299 1.584 -0.087 0.118 0.154
O -2.880 0.520 3.743 0.007 0.094 0.145
O 0.399 1.263 0.993 0.880 1.060 0.446
O -2.574 -2.555 -1.354 -0.069 -0.231 -0.101
O -4.115 -0.942 -5.505 0.167 -0.482 0.244
O 4.452 -3.256 3.207 -0.034 -0.139 0.181
O -6.155 1.131 -6.043 0.056 -0.287 -0.087
N -0.581 -0.702 0.126 -0.259 1.025 0.599
N 1.462 -0.797 1.288 0.546 0.912 0.003
C -1.466 -0.951 1.286 -0.347 -0.629 -0.507
C 1.289 2.146 0.439 0.196 1.230 0.877
C 2.920 -0.545 1.261 -0.056 -0.876 0.476
C 1.262 0.372 -0.973 -1.481 1.329 0.942
C -2.928 -0.627 0.956 0.292 -0.007 -0.017
C 3.661 -1.682 0.553 -0.827 0.364 -0.063
C 0.658 0.016 0.415 -0.301 -2.563 -1.199
H 1.308 -1.770 1.087 -0.202 -0.197 -0.039
H -2.793 1.396 4.136 0.062 0.001 0.091
H -4.318 -0.207 -4.918 -0.011 0.200 -0.131
H 2.292 -1.212 -4.141 0.131 -0.013 0.015
H -1.408 -2.008 1.538 0.126 -0.183 0.245
H -0.967 0.890 5.771 0.054 0.002 -0.036
H 3.077 4.073 2.442 -0.077 -0.155 -0.311
H 3.521 5.172 3.401 -0.003 -0.024 0.128
H 3.643 -3.464 3.685 -0.048 0.049 0.020
H 4.032 7.084 2.028 0.106 -0.047 -0.099
H 3.159 0.438 0.873 -0.130 0.201 -0.243
H 2.741 6.461 1.526 0.011 -0.078 -0.160
H -1.982 -1.835 -1.105 -0.208 0.198 -0.148
H -1.143 -0.403 2.155 0.262 0.308 0.077
H -3.534 -1.522 0.969 -0.240 -0.168 0.145
H -4.902 -1.013 -6.057 0.020 0.231 -0.159
H 0.417 0.369 -1.642 0.122 -0.532 -0.625
H -4.893 -2.260 -3.877 -0.065 0.182 -0.176
H 2.661 2.178 3.746 -0.033 0.053 -0.056
H -1.911 -1.788 -5.187 -0.092 0.098 0.121
H 7.570 -1.931 0.529 0.004 -0.058 -0.029
H 3.247 -0.548 2.289 0.209 0.315 0.271
H 2.106 -0.208 -1.287 0.411 0.073 -0.140
H 4.647 -1.385 0.230 0.226 -0.115 -0.055
H 5.133 -3.752 3.669 0.092 0.017 -0.017
H -2.005 -3.239 -1.719 -0.004 -0.001 -0.103
H -4.651 -2.346 -2.394 0.224 0.046 0.408
H -0.330 -1.559 -0.340 0.287 -0.197 0.056
H -6.081 -0.575 -3.137 0.019 -0.222 -0.010
H 4.110 1.771 3.624 0.017 0.088 -0.013
H -6.571 0.913 -5.193 0.022 0.130 0.130
H 3.727 -2.507 1.248 0.304 -0.220 0.047
H -2.985 -0.238 -0.052 -0.085 0.314 -0.183
H 7.324 -0.540 1.087 -0.016 0.058 0.027
H -6.353 2.049 -6.239 -0.069 0.054 0.104
H 0.897 -1.443 -3.590 -0.106 -0.096 0.022
H -7.478 0.002 -2.925 -0.074 0.049 -0.014
H -0.460 -1.605 -5.599 -0.008 -0.022 -0.134
H 3.058 -2.034 -0.282 0.151 0.046 -0.451
H -0.943 2.282 6.370 -0.026 0.079 0.056
H -3.311 0.093 1.664 -0.221 0.071 -0.073
H -2.780 -0.071 4.494 -0.114 -0.053 0.064


Entry 3:
69
Properties=species:S:1:pos:R:3:forces:R:3 method="wB97M-V/def2-TZVPD" multiplicity=7 charge=+1 s_squared=12.09 homo_ev="-12.227 / -12.227" e_lumo_ev="-6.16 / -4.52"
Cr -22.062 15.319 24.921 0.777 0.182 0.100
Cr -19.866 16.627 20.385 -0.450 -1.441 1.539
O -23.475 14.225 23.671 -0.072 -0.166 -0.201
O -16.364 13.844 26.258 -0.398 0.229 -0.924
O -19.603 18.351 21.816 0.457 0.513 -0.398
O -21.490 19.563 23.834 0.280 -0.705 -0.272
O -21.490 13.231 25.082 -0.049 -1.025 -0.538
O -17.549 16.544 26.738 -0.121 -0.129 0.053
O -17.997 16.149 21.339 0.119 0.708 0.049
C -21.168 20.615 24.734 -0.045 -0.129 0.027
C -23.954 14.638 22.371 -0.642 0.334 -0.342
C -17.498 17.651 25.861 0.612 -0.533 -0.727
C -17.698 15.073 22.229 1.099 -1.066 0.344
C -18.634 19.408 22.126 -1.093 -0.598 0.735
C -21.050 12.479 23.918 -0.620 -0.331 -0.183
C -17.123 13.073 25.306 0.244 0.481 1.433
B -19.591 14.773 19.356 2.335 -1.543 -1.752
B -23.239 17.082 25.013 -1.150 1.068 -0.086
B -22.008 16.845 20.273 -0.684 0.322 -0.437
B -20.558 15.716 26.494 1.892 -0.846 0.851
B -20.707 15.860 23.206 1.419 0.811 -0.361
H -18.441 14.865 19.350 1.271 0.272 0.060
H -22.864 16.750 26.022 0.504 -0.823 2.470
H -17.819 17.344 24.855 -0.443 0.220 0.026
H -21.454 17.568 20.941 0.969 1.664 1.419
H -21.114 13.147 23.064 0.736 -0.015 0.049
H -22.085 21.107 25.063 0.182 0.270 -0.075
H -23.115 17.105 20.415 -1.187 0.090 0.025
H -19.843 13.773 18.858 -0.903 -0.958 -0.232
H -17.755 19.272 21.507 0.032 0.293 0.039
H -20.622 20.280 25.622 -0.037 -0.165 -0.084
H -23.473 14.063 21.582 0.048 -0.049 0.082
H -18.514 14.369 22.339 -0.235 0.292 -0.227
H -17.391 15.420 23.217 -0.318 0.321 -0.024
H -18.452 16.194 26.732 0.166 0.215 0.185
H -18.049 18.525 26.211 -0.067 -0.048 0.055
H -23.889 18.015 25.163 -0.611 1.024 0.217
H -20.298 15.650 22.142 0.302 -0.602 -1.057
H -17.152 16.589 21.188 -0.220 0.210 -0.229
H -21.728 11.654 23.671 -0.174 0.116 0.398
H -20.402 16.916 23.517 0.139 1.047 0.575
H -21.300 12.595 25.785 -0.204 0.863 0.687
H -25.036 14.516 22.336 0.044 -0.229 -0.017
H -16.855 14.664 26.429 0.450 0.081 0.001
H -19.157 20.361 22.052 0.378 0.086 -0.656
H -16.840 14.527 21.826 -0.153 -0.053 -0.071
H -18.459 19.296 23.199 0.716 -0.052 -0.173
H -22.340 17.310 24.377 1.755 0.476 -1.283
H -20.095 12.025 24.183 0.245 0.437 -0.619
H -20.021 15.636 18.756 -1.247 2.652 -1.114
H -23.837 16.279 24.501 -1.506 -1.475 -0.915
H -17.108 12.094 25.781 -0.490 -0.380 -0.660
H -20.237 18.467 22.555 -0.523 -0.246 -0.449
H -16.446 17.896 25.709 -0.014 0.222 0.386
H -19.765 14.994 26.070 0.675 -1.120 -0.417
H -23.788 15.697 22.196 0.345 -0.030 0.308
H -21.702 15.793 20.550 0.131 -2.305 0.781
H -20.515 21.278 24.169 -0.214 0.277 0.181
H -21.520 15.195 26.784 -2.523 -1.533 0.871
H -22.066 18.898 24.251 0.167 0.524 -0.032
H -20.321 15.092 23.938 1.454 -1.521 1.005
H -20.112 16.267 27.396 -0.088 1.066 0.918
H -19.946 14.839 20.433 -1.151 0.560 2.846
H -20.823 16.431 25.654 -0.711 1.839 -1.993
H -21.631 16.955 19.208 0.576 0.649 -2.339
H -21.818 15.669 23.117 -2.669 -0.017 -0.320
H -24.009 13.460 23.913 0.237 0.009 0.397
H -16.720 13.037 24.293 0.470 0.042 0.051
H -18.128 13.498 25.230 -0.216 -0.330 0.044


Entry 4:
18
Properties=species:S:1:pos:R:3:forces:R:3 method="wB97M-V/def2-TZVPD" multiplicity=1 de_lowest_kcal_mol=6.56 charge=0 smiles="FN1C=c2sc(Cl)nc2=CC1.O=C=O" homo_ev=-8.245 e_lumo_ev=-0.20
Cl -3.340 4.493 0.449 -0.598 0.539 0.391
S -3.365 1.510 1.173 -0.252 1.004 -0.091
F 0.635 -1.444 1.932 -1.187 0.909 -1.295
O -4.338 -1.580 -0.241 0.466 -0.279 -0.478
O -5.946 -0.171 0.669 0.867 -0.883 -0.882
N -0.290 -1.030 0.808 2.585 -0.948 -1.867
N -1.319 2.899 0.228 -1.493 0.283 0.086
C -5.137 -0.863 0.175 -1.578 1.009 1.299
C -1.468 -0.556 1.301 1.003 1.590 -1.368
C -0.958 1.556 0.171 -1.497 -0.603 1.007
C 0.519 -0.228 -0.425 -0.160 -4.418 1.769
C 0.176 1.134 -0.340 1.689 2.314 0.411
C -1.912 0.618 0.826 0.828 1.382 -0.170
C -2.534 3.039 0.632 1.669 -1.965 -0.612
H 0.890 1.902 -0.532 0.581 0.417 -0.414
H 0.042 -0.618 -1.344 0.175 -0.575 0.619
H -1.997 -1.207 1.895 -1.033 -1.235 1.605
H 1.602 -0.674 -0.361 -2.064 1.459 -0.008


Entry 5:
23
Properties=species:S:1:pos:R:3:forces:R:3 method="wB97M-V/def2-TZVPD" multiplicity=5 charge=-1 s_squared=6.01 homo_ev="-5.559 / -5.951" e_lumo_ev="2.66 / 0.08"
Co 0.652 1.692 1.434 0.332 0.016 0.159
S -1.463 1.234 -0.109 -0.087 0.066 0.040
S 2.693 3.993 4.765 0.205 0.069 0.219
S 1.496 -0.636 0.483 0.018 -0.011 -0.162
S 2.992 2.317 2.466 0.214 0.040 0.108
S 0.325 3.362 3.129 -0.256 0.100 0.141
O 2.010 0.653 -0.002 -0.107 -0.151 -0.054
O -2.696 1.621 -0.732 0.009 0.036 0.033
O 2.423 -1.730 0.464 -0.008 -0.047 0.001
O -0.315 2.128 -0.388 -0.018 -0.014 0.035
O -1.504 1.040 1.346 0.007 -0.024 -0.073
O 0.842 -0.384 1.786 0.029 0.035 -0.043
C 0.163 -1.085 -0.642 -0.307 -0.002 -0.097
C 0.363 -2.266 -1.349 -0.069 0.188 0.144
C -1.032 -0.355 -0.844 0.281 -0.192 -0.066
C -0.598 -2.741 -2.230 0.003 -0.070 -0.054
C -1.777 -2.042 -2.405 -0.038 -0.079 -0.057
C 1.980 3.221 3.447 -0.317 -0.011 -0.350
C -1.987 -0.855 -1.720 0.105 0.006 0.044
H -2.538 -2.414 -3.081 0.028 0.026 0.016
H 1.286 -2.806 -1.183 -0.041 0.012 -0.008
H -2.894 -0.284 -1.860 0.023 -0.028 -0.012
H -0.421 -3.662 -2.774 -0.005 0.037 0.038


Entry 6:
50
Properties=species:S:1:pos:R:3:forces:R:3 method="wB97M-V/def2-TZVPD" multiplicity=1 charge=+4 homo_ev=-18.580 e_lumo_ev=-12.55
S -1.526 3.158 2.293 -0.533 2.679 0.097
S 5.020 -1.896 -2.175 1.552 3.782 -2.234
S 1.298 1.857 -2.337 0.043 0.164 1.785
S 0.604 -0.553 1.463 0.240 2.037 -0.788
Na 4.158 -3.959 0.786 0.930 0.203 -0.934
Na -0.734 0.046 3.845 -0.559 1.243 0.181
Na 1.352 -3.163 4.483 0.105 0.097 0.181
Na 1.480 -1.580 -3.690 0.875 0.330 -0.208
Na 1.240 3.010 0.783 -0.868 0.309 -0.085
Na -1.947 -3.257 0.595 -0.373 0.446 -0.172
Na 4.688 1.685 -0.927 0.272 -0.248 -0.826
Na -1.930 1.045 -0.805 0.161 0.771 0.722
F -4.114 2.666 2.784 -1.248 -3.664 -0.712
F -3.939 4.394 1.663 0.072 1.541 -1.657
F 1.202 3.982 -3.977 2.422 0.279 -0.787
F -0.482 3.694 -2.906 -2.508 0.837 2.930
F -0.158 2.462 -4.491 -0.623 -2.668 -2.372
F 2.971 -1.662 0.774 0.162 0.007 0.639
F 7.569 -2.428 -3.018 -0.696 0.298 0.236
F 6.260 -1.628 -4.566 -0.128 -0.217 0.762
F 6.121 -3.707 -3.970 -0.457 0.864 0.769
F 1.640 -1.544 -0.873 -0.798 0.078 0.299
F -3.459 4.276 3.738 0.940 2.977 2.696
F 2.665 0.230 -0.235 -0.633 -0.406 0.925
O 0.698 -1.678 2.455 -0.122 0.681 -0.440
O -3.230 0.213 1.527 -2.941 -3.965 -0.127
O -4.153 -1.709 0.653 1.891 -0.246 -1.331
O 5.250 -2.823 -1.124 -0.143 -1.799 2.600
O 0.267 1.713 -1.222 1.726 -0.198 -1.770
O 0.877 0.786 2.045 -0.026 -2.969 -0.894
O -1.419 2.016 3.142 -0.030 -2.372 1.950
O 3.704 -1.980 -2.772 -1.015 -0.573 -0.534
O -5.180 -0.868 2.441 3.959 3.630 -1.615
O -1.386 2.741 0.899 0.025 0.037 -1.042
O 2.534 2.505 -1.785 -1.753 -0.913 -0.676
O 1.534 0.630 -3.100 -0.311 0.556 0.592
O -0.629 4.237 2.700 -0.673 -0.844 -0.954
O -0.608 -0.635 0.637 1.136 -0.815 0.800
O 5.323 -0.458 -1.844 -0.268 -2.204 -0.070
C -5.375 -2.387 0.762 -1.947 -1.742 1.741
C 6.345 -2.457 -3.521 -0.099 0.004 -0.644
C -4.075 -0.714 1.527 -0.778 3.473 2.577
C -3.394 3.717 2.608 1.826 -1.254 -0.502
C 0.424 3.048 -3.533 1.163 1.513 0.684
C -5.816 -2.066 2.235 -0.035 -0.834 -2.036
C 2.049 -0.871 0.197 0.246 -0.114 -0.357
H -6.882 -1.895 2.083 -0.103 -0.382 1.385
H -5.384 -2.668 3.034 -1.090 -0.996 -0.234
H -5.281 -3.465 0.626 0.439 0.079 -0.213
H -6.170 -2.059 0.093 0.573 0.507 -0.335


Entry 7:
24
Properties=species:S:1:pos:R:3:forces:R:3 method="wB97M-V/def2-TZVPD" multiplicity=1 charge=0 smiles="O=P(O)(O)c1ccc2nsnc2c1S(=O)(=O)C(F)(F)F" homo_ev=-9.953 e_lumo_ev=-3.13
S 1.756 -1.582 4.047 -3.995 3.549 -4.330
S 1.868 -0.761 -1.020 6.654 3.880 -2.688
P -1.096 1.316 -1.967 0.290 -2.477 -4.505
F 1.191 -2.521 -3.070 0.269 -0.274 5.722
F 2.104 -3.472 -0.946 -3.337 3.113 -2.725
F -0.187 -2.635 -1.069 4.854 0.230 -1.871
O -2.621 2.160 -2.174 2.323 -1.387 2.275
O -1.136 0.019 -2.869 0.361 4.788 3.488
O 2.031 0.098 -2.297 -2.061 -2.938 4.386
O 0.150 2.480 -2.467 -2.923 -1.458 3.341
O 3.313 -0.885 -0.398 -6.272 -0.407 -1.166
N 0.283 -0.597 4.232 -0.186 0.523 -3.721
N 1.992 -1.439 2.319 -4.814 3.170 0.600
C -1.558 0.865 2.563 1.388 -0.266 -3.646
C 1.221 -2.465 -1.590 -1.661 -2.468 -0.447
C -1.811 1.318 0.987 3.220 -2.742 2.705
C -0.240 -0.043 2.921 3.076 -1.942 -0.025
C -0.722 0.798 -0.164 1.224 -0.957 3.550
C 0.597 -0.116 0.206 -3.339 1.420 2.663
C 0.842 -0.557 1.799 0.002 -0.326 0.341
H -3.296 1.882 -1.487 1.123 0.210 -1.207
H -2.304 1.173 3.419 1.736 -0.692 -1.971
H -2.757 1.961 0.647 2.442 -1.586 1.065
H 0.380 3.003 -1.622 -0.373 -0.964 -1.834


Entry 8:
12
Properties=species:S:1:pos:R:3:forces:R:3 method="wB97M-V/def2-TZVPD" multiplicity=1 de_lowest_kcal_mol=92.57 charge=0 smiles="C#C/C=C(/C#C)C=O" homo_ev=-8.753 e_lumo_ev=-1.20
O 1.671 1.603 0.094 -4.012 4.144 -1.017
C 1.752 -0.658 0.086 10.744 -2.556 -1.466
C -0.786 -0.781 0.096 4.470 -1.858 1.806
C -3.277 0.172 0.026 4.368 -2.708 -1.987
C 0.471 -0.111 0.127 -7.206 0.085 -2.183
C 0.423 1.365 -0.072 6.255 -1.607 2.057
C -2.121 -0.354 -0.168 -4.288 2.802 2.190
C 3.060 -0.853 -0.143 -10.926 1.303 1.900
H -0.463 -1.798 0.560 -1.965 0.971 -1.305
H 4.074 -1.003 -0.357 0.746 -0.297 -0.064
H -4.325 0.396 -0.205 0.986 -0.030 0.451
H -0.479 2.022 -0.044 0.828 -0.248 -0.381